1.
A molecular structure, C7H4O2S5Tc at a distorted geometry, computed with ωB97M-V with the def2-TZVPD basis set.

```
19
Properties=species:S:1:pos:R:3:forces:R:3
Tc -0.00075 -2.35456 -1.04038 -0.01 1.97 -3.61
S 1.62541 -3.35401 -2.34022 -0.29 -0.14 0.58
S 1.04541 -5.09519 -3.28032 -1.79 0.19 -0.06
S -1.04278 -5.09746 -3.27969 1.79 0.18 -0.07
S -1.62582 -3.35767 -2.33893 0.30 -0.13 0.59
O -0.00077 -1.08966 2.82258 0.00 -0.08 -0.09
C -0.00095 -0.85238 1.64365 0.00 0.47 -0.52
O -0.00071 -1.82349 0.73978 0.00 -0.72 2.34
C -0.00072 0.54681 1.11095 0.00 0.35 0.42
C 0.00000 1.54592 2.08836 0.00 -0.17 -0.07
C 0.00079 2.88206 1.75428 0.00 0.21 -0.20
C 0.00079 3.24930 0.41331 0.00 0.15 0.11
C -0.00014 2.28080 -0.56715 0.00 -0.12 -0.04
C -0.00095 0.92094 -0.23818 0.00 0.13 -0.02
S -0.00186 -0.12730 -1.65311 0.01 -2.28 0.59
H 0.00010 1.23491 3.12320 0.00 -0.05 0.00
H 0.00150 3.63966 2.52574 0.00 0.00 0.02
H 0.00155 4.29352 0.13029 0.00 0.02 0.02
H -0.00009 2.55780 -1.61417 0.00 0.03 0.02
```
Positions in Å, forces in eV/Å.

Properties
* Kohn-Sham gap (spin up / spin down): 6.45 / 4.69 eV
* spin multiplicity: 2
* total charge: 0

Here are the Löwdin charges for atoms 1 to 8, given in e: 0.52, 0.01, 0.03, 0.03, 0.01, 0.12, -0.54, -0.31

2.
A molecular structure, C7H4O5Pm at a distorted geometry, computed with ωB97M-V with the def2-TZVPD basis set.

```
17
Properties=species:S:1:pos:R:3:forces:R:3
Pm 0.00004 0.24894 -0.12168 -0.02 0.17 -1.20
O -0.00644 3.47114 1.53679 0.02 -5.50 -2.78
C -0.00440 2.43615 1.00824 -0.05 7.24 3.57
C 0.00448 -2.16492 0.68087 0.03 -4.61 3.37
O 0.00630 -3.04618 1.41640 -0.01 3.21 -3.19
C 2.16656 -0.00562 0.91171 7.65 -0.80 3.26
O 3.21270 -0.11819 1.40292 -5.44 0.58 -2.52
C -2.16530 -0.01352 0.91155 -7.68 -0.78 3.27
O -3.20926 -0.13134 1.40783 5.48 0.61 -2.57
C -0.00146 0.74315 -2.62553 0.02 -1.23 -0.53
H -0.98407 1.26439 -2.64786 0.76 0.09 -0.35
H 0.97909 1.26838 -2.64804 -0.77 0.08 -0.36
C 0.00074 -0.60820 -2.49698 0.03 0.77 -0.17
H 0.90645 -1.19594 -2.34249 0.34 0.03 -0.53
H -0.90264 -1.19968 -2.34235 -0.35 0.03 -0.51
O -0.00093 -0.74406 3.48465 0.00 2.62 -4.36
C -0.00186 -0.20449 2.46397 -0.04 -2.51 5.61
```
Positions in Å, forces in eV/Å.

Properties
* Kohn-Sham gap (spin up / spin down): 8.94 / 9.11 eV
* spin multiplicity: 5
* total charge: +3

Here are the Löwdin charges for atoms 1 to 8, given in e: 1.51, 0.26, 0.02, 0.00, 0.26, -0.02, 0.28, -0.02

3.
A molecular structure, C7H4O5Sn at a distorted geometry, computed with ωB97M-V with the def2-TZVPD basis set.

```
17
Properties=species:S:1:pos:R:3:forces:R:3
Sn -0.00916 -0.00033 2.06198 0.05 0.00 -4.51
O -0.00656 3.55397 0.68024 0.02 -5.50 0.48
C -0.00409 2.39915 0.80980 -0.02 5.96 -0.62
C 0.00502 -2.40053 0.80974 0.00 -5.65 -0.57
O 0.00693 -3.55226 0.68132 0.00 5.19 0.44
C 2.35058 0.00468 0.71835 6.05 0.01 -1.11
O 3.49351 0.00691 0.49878 -5.61 -0.01 0.95
C -2.34836 -0.00417 0.72821 -6.04 -0.01 -1.20
O -3.48771 -0.00620 0.49453 5.55 0.01 1.01
C -0.00130 0.66684 -2.89331 0.00 -0.31 0.70
H -0.94685 1.21151 -2.84021 0.37 0.03 -0.31
H 0.94228 1.21502 -2.84034 -0.37 0.03 -0.31
C 0.00116 -0.66754 -2.89330 0.00 0.32 0.71
H 0.94623 -1.21190 -2.83879 -0.35 -0.04 -0.31
H -0.94198 -1.21530 -2.83863 0.35 -0.04 -0.31
O 0.00018 -0.00010 5.41038 0.00 0.00 -5.70
C 0.00011 0.00026 4.25126 0.01 0.00 10.66
```
Positions in Å, forces in eV/Å.

Properties
* Kohn-Sham gap: 5.12 eV
* total charge: +2

Here are the Löwdin charges for atoms 1 to 8, given in e: 1.26, 0.15, -0.02, -0.02, 0.16, -0.02, 0.15, -0.02

4.
21 unconnected molecules or ions with the total composition C7H51N2O24 at a distorted geometry, computed with ωB97M-V with the def2-TZVPD basis set.

```
84
Properties=species:S:1:pos:R:3:forces:R:3
O -1.95796 -0.77577 -3.21309 -0.91 -1.09 -3.28
O 0.09080 -2.83080 0.99080 0.74 1.05 0.28
O 1.87407 1.16704 -1.85769 -0.56 -1.36 0.18
O 1.23097 -3.90908 -0.50449 -0.13 1.73 0.81
C -1.41580 -0.53410 -2.17854 -0.39 1.18 3.51
C 0.98399 -2.82941 0.11269 -0.75 0.29 -1.06
C 1.11082 0.95878 -0.90890 1.27 -0.02 -0.18
N 0.88513 1.98238 -0.07410 0.16 1.30 0.95
N -0.22626 -0.96439 -1.80968 2.38 -0.26 0.43
C -2.19765 0.20924 -1.13362 -0.72 0.69 1.08
C 0.15057 1.96548 1.19029 0.00 -0.74 -0.38
C 1.65189 -1.43920 -0.26152 -3.84 -1.74 -0.52
C 0.54317 -0.46144 -0.64244 -0.69 0.53 -0.40
H 1.31090 2.91162 -0.34937 -0.36 -1.89 0.10
H 0.32821 -1.48716 -2.49158 0.03 0.21 -0.12
H -3.13841 0.52900 -1.55707 -0.32 -0.30 -0.29
H -1.77529 1.18634 -0.85840 0.44 -0.50 0.20
H -2.43536 -0.40307 -0.22118 0.50 0.58 -0.74
H -0.83156 1.62320 0.98808 -1.01 -0.57 0.10
H 0.03005 2.93498 1.57729 0.00 1.63 0.00
H 0.52922 1.45457 2.07275 0.72 -0.71 -0.51
H 2.35192 -1.43681 -1.00028 1.96 -0.70 -2.27
H 2.10304 -1.05729 0.55419 1.63 1.12 3.06
H -0.10798 -0.36385 0.20699 -0.57 -0.22 0.28
O 2.41817 4.55015 -1.10258 0.38 -0.66 1.98
H 1.58616 4.76192 -0.59486 0.86 0.40 -0.53
H 3.02444 4.22829 -0.37448 -0.65 0.47 -1.47
O -4.77131 -0.76124 -3.06319 2.37 -1.72 1.18
H -3.76135 -1.01596 -3.28220 -2.69 1.12 0.76
H -4.91375 -1.18060 -2.15953 0.26 0.56 -1.71
O 1.14504 4.99631 2.85588 0.85 2.24 1.32
H 1.69164 5.78780 2.55209 -0.83 -1.56 0.38
H 0.99833 5.23972 3.82251 0.00 -0.64 -1.70
O 2.57716 0.50254 4.00328 -3.90 -0.89 -0.13
H 1.72478 1.16251 4.12018 2.87 -2.18 -0.01
H 2.08694 -0.41425 3.86110 1.53 2.86 0.22
O 3.73092 -2.05301 2.25534 1.45 -1.00 2.37
H 4.24008 -2.40508 3.08015 -1.23 1.02 -2.34
H 2.83920 -1.87588 2.64622 0.60 -0.31 -0.35
O 0.87106 2.38124 4.53124 -1.93 0.63 0.26
H 1.25300 3.01369 3.89048 -0.86 -0.35 0.35
H -0.16658 2.35041 4.53457 2.30 0.38 -0.72
O -0.79969 -5.58114 -0.19690 1.52 1.66 -0.40
H 0.06276 -4.98427 -0.06417 -2.52 -1.72 -0.51
H -1.16444 -5.22425 -1.03925 0.41 -0.43 0.92
O -4.25842 -0.73234 1.97449 1.23 0.33 3.03
H -4.00620 -0.39040 2.94912 -0.74 -1.53 -3.55
H -3.68981 -1.56181 1.82620 -0.47 1.42 0.50
O 1.29043 -1.81331 3.04504 -3.40 -1.66 1.31
H 0.68306 -2.00326 2.21121 1.12 0.05 1.45
H 0.80952 -2.35374 3.79223 1.55 1.50 -2.22
O 1.46909 3.07595 -3.47387 -0.09 -0.14 2.52
H 1.63011 3.81673 -2.77412 -0.10 -2.34 -1.78
H 1.51481 2.15669 -2.92740 0.11 3.29 -1.59
O 3.00785 -4.74935 1.18471 -0.65 2.35 -1.11
H 3.47700 -3.84785 1.36316 -1.36 -2.06 -0.42
H 2.22361 -4.52039 0.50700 2.87 -0.88 2.17
O 0.35042 5.42423 0.21232 -3.78 -1.82 1.37
H 0.24359 5.09244 1.23181 0.03 1.01 -3.35
H -0.52785 5.15237 -0.34089 3.11 0.95 2.29
O -2.82171 2.85845 1.52405 -1.74 2.26 -3.12
H -2.65651 3.46244 0.65794 -0.66 -2.23 3.12
H -3.83356 2.83373 1.61169 2.14 -0.02 -0.31
O 4.62683 0.84106 -1.99410 -0.88 -1.89 -2.32
H 3.67111 1.09211 -2.14524 1.35 -0.30 0.32
H 4.73851 0.08370 -2.69240 -0.25 2.15 2.01
O -5.68560 1.80479 -2.42362 -0.84 -0.74 -2.62
H -5.32472 0.83991 -2.50375 -0.87 2.17 -0.60
H -6.15160 2.04789 -3.33885 1.76 -1.24 3.08
O -1.83837 2.24971 3.93579 -2.63 -1.00 -1.18
H -2.06312 2.51863 2.92918 0.27 -0.93 2.90
H -2.61122 1.64287 4.28806 2.44 1.94 -1.36
O -2.39466 -2.68634 1.74391 1.33 -2.25 1.14
H -2.55745 -3.50673 2.32371 0.37 1.83 -1.51
H -1.40141 -2.79215 1.45874 -2.12 0.14 0.31
O 1.98697 -4.58263 -2.71020 2.48 -0.61 1.77
H 1.41875 -4.34219 -1.84988 2.14 -0.53 -2.16
H 2.96756 -4.82683 -2.33413 -3.90 1.00 -1.20
O -1.26843 -2.45125 -5.21876 -1.72 0.97 0.39
H -1.26807 -1.78253 -4.43874 -0.61 -1.31 -1.73
H -2.21544 -2.45337 -5.59403 2.34 0.19 1.09
O 1.80159 -2.16564 -4.26925 -1.27 -1.93 0.38
H 0.97756 -2.24635 -4.83756 1.46 -0.14 0.91
H 1.92474 -3.09438 -3.81055 -0.41 1.88 -1.01
```
Positions in Å, forces in eV/Å.

Properties
* Kohn-Sham gap: 8.18 eV
* total charge: -1

Here are the Löwdin charges for atoms 1 to 8, given in e: 0.04, -0.03, -0.01, -0.09, -0.51, -0.46, -0.35, 0.10

5.
A molecular structure, C7H58GaN2O22 at a distorted geometry, computed with ωB97M-V with the def2-TZVPD basis set.

```
90
Properties=species:S:1:pos:R:3:forces:R:3
C 3.95804 0.68732 -1.14661 -0.75 0.36 1.30
C 3.01305 0.98919 -0.12004 -0.07 1.16 -2.22
C 1.91687 2.04341 -0.47671 1.62 0.06 1.85
Ga 0.21193 0.90807 -0.93002 1.67 -1.30 -0.12
C 0.78698 -0.35823 -2.43335 0.18 -0.25 -0.45
N -0.26841 0.00552 0.69406 0.40 1.09 -0.33
N -1.08623 2.15574 -1.63205 -2.21 -2.30 -0.08
C -0.70759 2.81144 -2.89697 0.81 1.19 0.62
C -2.42647 1.75857 -1.57447 -0.15 2.20 -1.36
C -3.01733 0.45763 -0.94410 -0.45 -0.14 0.11
O -3.27617 2.53017 -2.13106 0.39 -1.39 0.87
H 4.62571 1.53939 -1.45643 -1.61 -0.62 -0.90
H 4.04170 -0.31982 -1.62793 0.80 0.85 1.43
H 3.00675 0.48112 0.88490 -1.01 -0.39 -1.55
H 1.60506 2.67191 0.42424 0.38 -0.41 -0.93
H 2.19970 2.67795 -1.36547 -0.13 -0.69 0.91
H 1.51564 -1.15619 -2.09072 -0.73 0.89 -0.28
H 1.32636 0.24999 -3.22794 -0.55 -0.72 0.86
H -0.04478 -0.89948 -2.96370 0.70 0.57 0.54
H -0.54511 -0.96377 0.59078 -0.32 0.35 0.32
H -0.86380 0.54096 1.33183 0.11 -1.02 -0.37
H -0.99663 2.22892 -3.81566 0.01 0.59 0.88
H 0.42245 2.90695 -2.88348 -1.25 -0.15 -0.12
H -1.09643 3.86828 -2.89219 0.19 -1.15 -0.39
H -2.31599 -0.40647 -0.85302 -0.42 0.98 0.02
H -3.89910 0.10369 -1.58511 1.35 0.80 0.76
H -3.43588 0.69560 0.08253 0.61 -0.28 -1.06
O -2.00480 -0.16142 2.90694 -0.29 0.20 0.44
H -2.89680 -0.01137 3.24507 -0.02 -0.15 -0.19
H -1.45638 -0.17925 3.69898 0.04 -0.05 -0.08
O -6.22072 1.84509 -0.71443 -0.04 0.00 -0.07
H -6.05970 0.92854 -0.46480 0.07 0.04 -0.05
H -5.48764 2.05523 -1.31791 0.15 0.05 0.13
O 0.00673 5.46473 -4.60027 -0.07 0.15 -0.26
H -0.90170 5.59578 -4.30696 0.06 -0.02 0.08
H -0.02048 4.62448 -5.06993 0.05 -0.01 0.11
O -2.01271 -1.60574 5.61011 0.09 -0.24 -0.02
H -2.70652 -2.02822 6.13162 0.09 0.16 0.20
H -1.30933 -2.26567 5.57802 -0.01 0.05 -0.12
O -5.27961 -1.67678 -2.21775 -0.31 -0.21 -0.06
H -5.05818 -2.61239 -2.16489 0.12 0.08 0.06
H -6.21314 -1.67068 -2.47093 0.00 0.15 -0.08
O -8.24712 3.43559 1.28734 -0.05 -0.05 0.05
H -8.92552 3.16727 0.66042 0.07 0.01 -0.01
H -7.43766 3.04685 0.93216 0.08 -0.02 -0.17
O -0.23194 3.66423 2.19004 -0.10 -0.12 0.08
H -1.14311 3.79509 2.47202 0.03 0.03 -0.08
H -0.25335 2.82291 1.71523 0.11 0.06 -0.05
O -4.62362 -1.30887 3.68687 -0.10 0.06 0.32
H -5.51366 -1.15670 4.02448 0.01 0.01 -0.10
H -4.07184 -1.32633 4.47975 0.11 -0.10 -0.11
O -8.06640 -1.16460 -3.80002 0.09 -0.05 -0.10
H -7.81339 -0.32106 -4.19288 0.03 0.01 0.14
H -7.99240 -1.79225 -4.52716 -0.01 0.00 0.06
O 6.06116 -1.50128 -1.23710 0.54 -0.44 0.03
H 6.37368 -0.66023 -1.58518 -0.25 0.04 0.01
H 6.25754 -1.44967 -0.29558 -0.18 0.08 -0.01
O -3.83469 5.35854 -1.41911 -0.09 0.03 0.14
H -3.60396 4.41662 -1.36636 0.14 -0.09 -0.31
H -4.76516 5.35518 -1.66209 0.04 -0.02 0.01
O 6.74779 -4.13243 -2.34366 -0.17 -0.30 -0.01
H 6.09878 -3.48225 -2.03699 0.30 0.29 -0.09
H 6.82932 -4.74771 -1.60540 0.14 0.03 -0.04
O 9.10206 -5.63965 -1.06148 0.05 -0.02 -0.04
H 9.73116 -4.99434 -0.71493 -0.02 0.00 0.01
H 8.97025 -5.36694 -1.97703 0.08 0.06 0.04
O 9.55614 -3.68437 -4.15613 -0.15 -0.07 -0.05
H 8.62922 -3.86342 -3.94652 -0.04 0.08 0.13
H 9.55000 -2.77863 -4.48086 0.02 -0.03 0.06
O -4.00281 -0.79672 7.26201 -0.29 0.06 0.32
H -3.67822 0.04632 6.92312 0.02 -0.08 -0.09
H -3.79882 -0.76306 8.20340 0.08 0.00 -0.06
O 11.92125 -4.85483 0.23928 0.12 -0.15 -0.01
H 12.05718 -5.76745 -0.03978 -0.13 0.03 -0.02
H 12.80925 -4.53084 0.42134 -0.09 0.10 -0.01
O 4.76281 2.02921 2.31339 0.08 0.17 0.35
H 3.83926 1.84590 2.51547 0.01 -0.01 -0.12
H 4.75206 2.93616 1.98660 -0.06 -0.09 -0.18
O -5.80361 -3.29563 8.39577 0.12 0.15 0.12
H -5.47974 -2.45247 8.05741 -0.06 -0.02 -0.17
H -5.60287 -3.26439 9.33698 -0.06 -0.09 -0.04
O 0.83624 -1.72513 -5.05270 -0.03 -0.28 -0.52
H 0.26835 -1.96142 -5.79506 0.02 0.03 0.04
H 1.54669 -2.37534 -5.08529 0.02 0.08 0.12
O 3.34694 4.81900 -0.09425 0.04 0.36 0.10
H 2.42132 4.63967 0.11349 0.06 -0.24 -0.05
H 3.34666 5.73090 -0.40433 0.03 -0.05 0.01
O -2.34409 -4.40083 4.32274 -0.05 0.16 0.14
H -3.26857 -4.57275 4.53108 0.04 -0.03 -0.07
H -2.34187 -3.48797 4.00527 -0.04 -0.08 -0.16
```
Positions in Å, forces in eV/Å.

Properties
* Kohn-Sham gap: 4.67 eV
* total charge: -1

Here are the Löwdin charges for atoms 1 to 8, given in e: -0.10, -0.25, -0.23, 0.31, -0.21, -0.08, -0.10, -0.14

6.
2 unconnected molecules or ions with the total composition C7H5Cl3N2OS at a distorted geometry, computed with ωB97M-V with the def2-TZVPD basis set.

```
19
Properties=species:S:1:pos:R:3:forces:R:3
C -0.02089 1.20859 1.86352 -1.12 -1.64 -4.71
C 0.18244 1.91073 -1.85542 -4.38 -0.07 1.57
C -0.69911 1.43870 -0.87749 1.87 2.58 -2.30
C 1.58195 0.12692 -1.64368 -1.01 2.10 -1.88
C 0.96676 -0.31017 -0.37683 1.08 0.91 0.90
C -0.30973 0.39418 -0.05724 -0.93 -0.83 4.45
C -1.04965 -1.77739 1.69137 1.06 0.21 1.02
N 0.20090 1.58654 2.91193 0.29 0.80 2.00
N 1.12606 1.12181 -2.35440 3.35 -1.86 0.15
O -1.29897 -1.90082 -0.84863 -0.37 -0.54 -1.68
S -1.75883 -0.96282 0.17690 1.91 -0.44 1.75
Cl -2.08876 2.36228 -0.62616 -0.91 0.20 0.60
Cl 2.84688 -0.81010 -2.27518 0.10 -0.18 -0.04
Cl 2.19856 -0.22741 0.92997 -0.02 -0.17 -0.34
H -0.20347 2.83373 -2.34729 1.09 -0.74 -0.05
H 0.74347 -1.33091 -0.48312 -0.39 -1.67 -0.28
H -1.68371 -2.27426 2.45684 -0.26 0.53 -1.03
H -0.57737 -0.93177 2.16885 -0.12 0.24 0.73
H -0.15653 -2.45784 1.54607 -1.25 0.57 -0.87
```
Positions in Å, forces in eV/Å.

Properties
* Kohn-Sham gap (spin up / spin down): 7.00 / 7.00 eV
* ΔE to the lowest compared entry with this formula, charge and spin: 240.9 kJ/mol
* total charge: 0

Here are the Löwdin charges for atoms 1 to 8, given in e: -0.22, -0.12, -0.76, -0.74, -0.67, -0.40, -0.23, 0.05